DFT (the ωB97M-V functional and the def2-TZVPD basis) results for a cluster of 2 separate species, C5H11NO in total in a non-equilibrium geometry.

* structure (SMILES): C=C/C=C/NC.O
* HOMO level: -8.26 eV
* ΔE to the lowest compared entry with this formula, charge and spin: 81.6 kcal per mole
* max |F|: 4.6 eV/A
* molar mass: 101.15 g mol⁻¹
* energy: -327.0013 Eh

Last column: Löwdin charge in e.
Cartesian coordinates (Å):
O  0.22327  -0.82456  3.28395  -0.04
N  -0.23436  2.05473  -0.09652  -0.07
C  1.07238  2.38504  -0.76340  -0.15
C  -0.59754  0.61313  -0.53922  -0.10
C  -0.04411  -1.85245  -0.72044  -0.21
C  -1.05518  -2.30248  -1.47281  -0.02
C  0.25503  -0.44616  -0.44499  -0.14
H  1.35069  -0.30850  -0.24707  0.11
H  -1.23163  -3.35662  -1.77405  0.06
H  -0.12287  0.00867  2.89906  0.06
H  0.65535  -2.65417  -0.44337  0.10
H  -0.99619  2.61479  -0.44838  0.07
H  1.55265  1.40936  -1.14511  0.07
H  1.82292  2.64171  -0.00010  0.06
H  -1.60631  0.61302  -0.84617  0.09
H  -1.63177  -1.48811  -1.98242  0.06
H  1.08710  -0.82961  3.55127  -0.03
H  1.19091  3.18034  -1.51453  0.07

Forces on atoms 1 to 6 (eV/Å):
-4.405 -0.054 -1.307
0.721 -3.037 -2.421
1.886 -1.373 0.898
2.328 1.583 1.822
-0.425 -1.432 -0.897
-0.315 1.139 -0.991